A:
ORCA calculation (ωB97M-V with the def2-TZVPD basis set) on 2 unconnected molecules or ions with the total composition C4H4ClNO2.

Computed properties:
Orbital gap (alpha / beta) in eV: 7.858 / 8.370
2S+1: 1
Charge: 0
Molar mass in g/mol: 133.53
Highest occupied orbital energy (alpha / beta) in eV: -8.5 / -8.5

Atoms and positions in Å:
C  0.6422  -1.4694  -0.6690
C  -2.4695  0.0550  0.4885
C  0.4740  -0.9165  2.9591
C  0.8350  -0.7754  0.5865
N  0.5674  -2.1138  -1.6267
O  -1.6005  0.7436  0.0423
O  0.5123  -1.3695  1.7359
Cl  -3.6506  -0.6418  -0.6069
H  0.6314  0.1377  3.1988
H  0.2091  -1.7434  3.5800
H  -2.5805  -0.4810  1.4458
H  1.0149  0.2764  0.5001



B:
ORCA calculation (ωB97M-V with the def2-TZVPD basis set) on a single C4H4ClNO2 molecule.

Computed properties:
Orbital gap in eV: 10.664
2S+1: 1
Charge: 0
SMILES: Oc1nocc1CCl
Molar mass in g/mol: 133.53
Highest occupied orbital energy in eV: -10.1

Atoms and positions in Å:
O  -0.6506  -1.3318  -1.4679
C  -0.7829  -0.7786  -0.2988
N  -1.7832  -1.0274  0.5322
O  -1.5071  -0.2443  1.6328
C  -0.4017  0.4586  1.4745
C  0.1474  0.1524  0.2518
C  1.3635  0.6525  -0.4317
Cl  1.2044  2.1445  -1.4908
H  -1.3365  -2.0409  -1.6589
H  -0.1542  1.1312  2.3317
H  1.7848  -0.0738  -1.1871
H  2.1160  0.9575  0.3121



Energies, relative to the best one, in hartree: A 0.1022; B 0.0000.



A:
ORCA calculation (ωB97M-V with the def2-TZVPD basis set) on a single CHBrClNO2 molecule.

Computed properties:
Orbital gap in eV: 10.198
2S+1: 1
Charge: 0
SMILES: O=[N+]([O-])[C@H](Cl)Br
Molar mass in g/mol: 174.38
Highest occupied orbital energy in eV: -10.9

Atoms and positions in Å:
O  -0.0345  -1.1004  1.3816
N  0.3233  -0.0535  0.9103
O  0.9583  0.8779  1.3526
C  -0.0422  -0.0045  -0.5833
Cl  -0.2549  1.8319  -1.0471
Br  -1.6901  -1.0733  -0.8707
H  0.7401  -0.4783  -1.1434



B:
ORCA calculation (ωB97M-V with the def2-TZVPD basis set) on 2 unconnected molecules or ions with the total composition CHBrClNO2.

Computed properties:
Orbital gap (alpha / beta) in eV: 8.651 / 6.460
2S+1: 1
Charge: 0
Molar mass in g/mol: 174.38
Highest occupied orbital energy (alpha / beta) in eV: -11.2 / -10.2

Atoms and positions in Å:
C  0.0978  -0.6521  0.0413
N  0.1805  -1.1273  -1.2792
O  0.0781  -0.1795  -2.0075
O  0.3554  -2.2674  -1.5493
Cl  0.3464  -1.7525  1.2614
Br  -2.8945  -0.3882  -0.0499
H  -0.1197  0.2946  0.3510



Energies, relative to the best one, in hartree: A 0.0000; B 0.0752.